(1)
This record from the OMol25 dataset describes a structure of composition C55H77BF3N9O2PSiTi at a distorted geometry. The level of theory is ωB97M-V/def2-TZVPD.

Total energy, eV: -124907.024
LUMO energy (spin up / spin down), eV: 0.05 / 0.26
Orbital gap (spin up / spin down), eV: 7.01 / 7.22
Energy relative to the best compared isomer or geometry (same formula, charge and spin), kJ/mol: 65.7
HOMO energy (spin up / spin down), eV: -6.965 / -6.964
<S²>: 0.753
Molecular weight, g/mol: 1071.0

The geometry in ORCA input format:
```
! wB97M-V def2-TZVPD RIJCOSX def2/J DEFGRID3
* xyz 0 2
Ti 0.497 -0.001 2.038
C -1.770 0.701 4.758
C -0.856 -0.478 4.762
C -0.637 -1.465 5.731
C 0.414 -2.221 5.259
N 0.799 -1.705 4.074
N 0.003 -0.677 3.764
B 1.862 -2.200 3.064
N 1.039 -2.781 1.917
C 0.909 -4.050 1.500
C -0.181 -4.103 0.662
C -0.685 -2.798 0.622
C -1.922 -2.393 -0.101
N 0.074 -1.998 1.379
N 2.726 -1.064 2.423
C 4.050 -0.869 2.594
C 4.494 -0.008 1.617
C 3.359 0.302 0.859
C 3.264 1.192 -0.332
N 2.306 -0.360 1.346
N 2.793 -3.142 3.780
C 3.423 -2.830 4.942
C 4.337 -3.820 5.200
C 4.207 -4.717 4.123
C 4.994 -5.957 3.873
N 3.279 -4.290 3.283
H -1.752 1.186 5.733
H -2.800 0.419 4.540
H -1.426 1.406 3.995
H -1.169 -1.607 6.650
H 0.903 -3.073 5.691
H 1.604 -4.795 1.829
H -0.580 -4.956 0.151
H -2.272 -3.242 -0.683
H -1.729 -1.557 -0.772
H -2.709 -2.110 0.600
H 4.597 -1.334 3.390
H 5.494 0.352 1.476
H 3.929 0.834 -1.119
H 3.563 2.207 -0.080
H 2.233 1.198 -0.693
H 3.198 -1.924 5.471
H 5.011 -3.894 6.030
H 5.564 -6.224 4.760
H 5.688 -5.797 3.047
H 4.335 -6.780 3.605
C -1.529 0.578 1.187
Si -2.769 1.957 1.156
C -2.019 3.717 1.591
N -0.617 3.632 1.709
C 0.089 4.494 2.607
C 0.381 5.841 1.914
C 0.722 5.593 0.439
C 1.255 4.171 0.251
C 0.116 3.195 0.561
C -4.330 1.710 2.205
C -4.751 2.586 3.205
C -6.001 2.473 3.782
C -6.870 1.474 3.375
C -6.462 0.576 2.399
C -5.212 0.694 1.828
C -3.507 2.124 -0.596
C -3.859 0.961 -1.286
C -4.532 1.018 -2.489
C -4.859 2.243 -3.047
C -4.507 3.409 -2.386
C -3.851 3.343 -1.173
H -1.187 0.292 0.188
H -1.878 -0.278 1.767
H -2.425 4.087 2.527
H -2.311 4.415 0.799
H 1.030 4.014 2.876
H -0.490 4.630 3.522
H 1.212 6.322 2.424
H -0.485 6.499 1.992
H 1.457 6.321 0.095
H -0.168 5.717 -0.185
H 2.096 4.004 0.922
H 1.599 4.023 -0.773
H 0.504 2.161 0.758
H -0.568 3.135 -0.293
H -4.095 3.375 3.542
H -6.301 3.181 4.544
H -7.858 1.397 3.804
H -7.131 -0.207 2.073
H -4.921 -0.003 1.058
H -3.601 -0.001 -0.869
H -4.804 0.102 -2.992
H -5.393 2.297 -3.983
H -4.754 4.372 -2.810
H -3.611 4.268 -0.668
C -2.359 -3.740 -5.151
C -3.001 -2.369 -4.909
C -2.262 -1.587 -3.812
C -0.769 -1.918 -3.810
C -0.588 -3.393 -3.407
C -1.768 -4.269 -3.850
P 0.143 -0.823 -2.565
C 1.942 -1.384 -2.705
C 2.207 -2.418 -1.606
C 3.711 -2.578 -1.348
C 4.520 -2.341 -2.630
C 3.714 -2.775 -3.850
C 2.494 -1.866 -4.053
C 0.290 0.886 -3.372
C 0.708 0.990 -4.843
C 0.210 2.298 -5.471
C 0.270 3.439 -4.462
C -0.710 3.195 -3.306
C -0.980 1.699 -3.114
H -1.562 -3.665 -5.896
H -3.102 -4.435 -5.544
H -4.047 -2.492 -4.613
H -2.993 -1.801 -5.842
H -2.674 -1.831 -2.832
H -2.416 -0.521 -3.971
H -0.383 -1.757 -4.820
H -0.477 -3.462 -2.324
H 0.325 -3.788 -3.856
H -2.548 -4.279 -3.086
H -1.427 -5.298 -3.980
H 2.494 -0.483 -2.415
H 1.778 -3.378 -1.893
H 1.717 -2.096 -0.683
H 3.897 -3.585 -0.970
H 4.038 -1.877 -0.576
H 5.458 -2.896 -2.582
H 4.773 -1.283 -2.731
H 3.392 -3.807 -3.704
H 4.337 -2.745 -4.746
H 1.741 -2.410 -4.623
H 2.786 -1.001 -4.650
H 1.072 1.353 -2.755
H 0.320 0.151 -5.422
H 1.798 0.954 -4.904
H -0.819 2.181 -5.813
H 0.821 2.536 -6.344
H 0.040 4.387 -4.952
H 1.290 3.508 -4.077
H -1.660 3.699 -3.498
H -0.293 3.619 -2.390
H -1.347 1.517 -2.101
H -1.768 1.390 -3.799
F 4.549 1.777 4.072
C 3.393 2.379 3.773
F 3.253 3.399 4.642
F 3.557 2.944 2.557
C 2.163 1.393 3.782
O 2.136 0.568 4.679
O 1.354 1.610 2.843
*
```

(2)
This record from the OMol25 dataset describes a structure of composition C55H87BrF9N7O11 at a distorted geometry. The level of theory is ωB97M-V/def2-TZVPD.

Total energy, eV: -185900.482
LUMO energy, eV: -1.19
Orbital gap, eV: 7.15
HOMO energy, eV: -8.347
Molecular weight, g/mol: 1273.2

The geometry in ORCA input format:
```
! wB97M-V def2-TZVPD RIJCOSX def2/J DEFGRID3
* xyz 0 1
C 6.042 -3.310 0.255
O 5.591 -2.126 -0.345
C 5.259 -1.106 0.598
C 5.438 0.262 -0.031
C 4.225 0.746 -0.814
C 3.113 1.321 0.081
C 2.399 2.573 -0.479
C 1.000 2.264 -1.034
C -0.138 2.894 -0.241
C -0.325 2.195 1.103
C -1.782 2.081 1.531
C -2.000 1.615 2.973
C -2.169 0.085 3.107
C -1.108 -0.673 2.342
C 0.165 -0.882 2.900
C 0.648 -0.435 4.274
F -0.324 -0.125 5.155
F 1.315 -1.498 4.818
C 1.710 0.741 4.218
F 2.943 0.236 4.470
F 1.753 1.287 2.999
C 1.523 1.892 5.244
F 2.409 2.851 4.899
F 0.304 2.447 5.160
C 1.829 1.504 6.737
F 1.774 0.191 6.943
F 3.065 1.914 7.044
F 0.987 2.110 7.572
C 1.135 -1.565 2.188
C 0.885 -2.058 0.932
C -0.375 -1.874 0.358
C -1.380 -1.180 1.047
C -2.725 -0.999 0.373
C -3.551 -2.296 0.200
C -3.134 -3.473 1.059
O -3.223 -3.150 2.448
C -0.547 -2.458 -1.004
O -1.337 -2.062 -1.831
C 0.359 -3.601 -1.364
C -0.097 -4.490 -2.322
C 0.701 -5.545 -2.717
C 1.974 -5.716 -2.174
C 2.826 -6.856 -2.667
C 2.421 -4.823 -1.207
Br 4.151 -5.075 -0.483
C 1.617 -3.758 -0.789
C 2.009 -2.763 0.249
O 3.149 -2.537 0.574
H 5.641 -4.173 -0.280
H 7.134 -3.383 0.235
H 5.727 -3.398 1.298
H 5.932 -1.178 1.454
H 4.245 -1.266 0.986
H 5.724 0.962 0.757
H 6.294 0.189 -0.704
H 3.835 -0.094 -1.391
H 4.554 1.509 -1.521
H 3.568 1.586 1.037
H 2.367 0.542 0.247
H 3.038 3.022 -1.239
H 2.340 3.315 0.319
H 0.945 2.635 -2.059
H 0.880 1.179 -1.060
H 0.053 3.960 -0.097
H -1.038 2.829 -0.858
H 0.255 2.699 1.879
H 0.078 1.184 0.997
H -2.292 1.456 0.809
H -2.234 3.065 1.426
H -2.929 2.070 3.318
H -1.214 1.991 3.628
H -2.223 -0.227 4.144
H -3.148 -0.150 2.706
H 2.113 -1.736 2.613
H -3.344 -0.277 0.882
H -2.524 -0.577 -0.607
H -3.537 -2.628 -0.838
H -4.596 -2.098 0.435
H -3.843 -4.284 0.874
H -2.151 -3.873 0.802
H -2.353 -3.270 2.840
H -1.078 -4.354 -2.751
H 0.363 -6.258 -3.455
H 2.217 -7.530 -3.264
H 3.576 -6.446 -3.345
H 3.323 -7.380 -1.859
C 0.952 7.496 8.641
C -0.169 7.539 7.627
O -0.916 8.496 7.531
N -0.314 6.457 6.814
C 0.475 5.240 6.786
H 0.935 8.422 9.206
H 0.821 6.660 9.329
H 1.920 7.400 8.147
H -1.076 6.545 6.161
H 0.933 5.124 5.802
H -0.164 4.377 6.975
H 1.259 5.268 7.536
C -4.551 3.839 -1.993
C -4.820 3.781 -0.512
O -4.261 2.972 0.218
N -5.714 4.669 -0.008
C -6.455 5.690 -0.726
H -3.819 3.076 -2.241
H -5.461 3.649 -2.561
H -4.156 4.811 -2.285
H -5.857 4.584 0.986
H -6.218 6.678 -0.330
H -7.528 5.524 -0.618
H -6.204 5.671 -1.781
C -2.325 4.704 -5.670
C -3.825 4.886 -5.650
O -4.403 5.345 -4.674
N -4.511 4.514 -6.755
C -3.997 3.950 -7.994
H -1.926 5.043 -4.719
H -2.066 3.654 -5.809
H -1.874 5.290 -6.472
H -5.505 4.654 -6.677
H -4.260 4.595 -8.833
H -4.436 2.970 -8.171
H -2.918 3.850 -7.952
C 5.611 -0.653 5.287
C 6.758 -1.159 4.444
O 6.785 -1.000 3.233
N 7.770 -1.804 5.079
C 7.908 -2.085 6.494
H 4.895 -0.165 4.631
H 5.114 -1.476 5.802
H 5.961 0.069 6.026
H 8.501 -2.115 4.458
H 8.815 -1.622 6.885
H 7.972 -3.162 6.662
H 7.057 -1.700 7.045
C -2.229 -1.991 -5.024
C -3.447 -1.952 -5.917
O -4.204 -0.998 -5.952
N -3.676 -3.045 -6.701
C -2.894 -4.261 -6.795
H -2.176 -1.066 -4.460
H -2.293 -2.820 -4.319
H -1.321 -2.095 -5.620
H -4.501 -2.963 -7.273
H -2.532 -4.403 -7.815
H -3.502 -5.126 -6.523
H -2.039 -4.215 -6.129
C 4.390 -5.804 5.881
C 4.811 -6.512 4.612
O 5.473 -7.535 4.634
N 4.419 -5.959 3.434
C 3.637 -4.758 3.218
H 4.776 -6.364 6.727
H 4.794 -4.791 5.912
H 3.303 -5.755 5.956
H 4.728 -6.474 2.624
H 2.724 -5.003 2.670
H 4.207 -4.040 2.626
H 3.364 -4.297 4.162
C -7.528 1.626 -9.717
C -6.241 1.482 -10.495
O -5.364 2.329 -10.458
N -6.089 0.361 -11.248
C -7.013 -0.743 -11.413
H -7.495 2.565 -9.173
H -8.388 1.638 -10.387
H -7.643 0.809 -9.004
H -5.211 0.324 -11.741
H -6.552 -1.676 -11.083
H -7.293 -0.851 -12.462
H -7.913 -0.578 -10.830
*
```